(1)
Below is C6H7LiO6Pb as an isolated structure, with properties calculated with the ωB97M-V functional and the def2-TZVPD basis.

Element x y z (Å)
O 4.52621 -0.21457 -0.45151
C 3.39257 0.14773 -0.11854
O 3.18532 1.13629 0.63844
O 2.34420 -0.61989 -0.54940
C 1.19967 -0.53498 0.14291
C 0.77375 -1.59745 0.93163
Pb 5.59198 1.33916 0.82984
H 0.11911 -1.51640 1.80314
H 1.54369 -2.35946 1.08776
Li 1.48005 1.51187 1.37058
C -0.48297 -1.07518 -0.43225
C -1.36413 0.07900 0.00978
O -2.60193 -0.01129 -0.69455
C -3.41638 1.02708 -0.60666
O -3.32458 1.93465 0.18436
O -4.27654 0.97187 -1.61516
H -1.05688 -2.01137 -0.38863
H -0.28366 -1.02633 -1.51296
H -0.90679 1.05983 -0.17483
H -1.54171 0.05452 1.09349
H -4.90098 1.70492 -1.54741

## Properties
Orbital gap (spin up / spin down) = 0.177 / 0.300 Ha
Expectation value of S² = 0.752
Multiplicity = 2
LUMO level (spin up / spin down) = -4.50 / -4.42 eV
Net charge = +1
Energy relative to the best compared isomer or geometry (same formula, charge and spin) = 99.4 kcal/mol
Highest occupied orbital energy (spin up / spin down) = -9.32 / -12.57 eV

---

(2)
Below is C6H7LiO6Sr as an isolated structure, with properties calculated with the ωB97M-V functional and the def2-TZVPD basis.

Element x y z (Å)
O -0.23037 -0.24484 -3.29075
C -0.48003 0.09517 -2.13472
O -1.52035 -0.22373 -1.51122
O 0.48802 0.88162 -1.50409
C 0.24487 1.27530 -0.27601
C 1.21564 2.27842 0.17431
Sr -2.59082 -1.47442 -3.99562
H 0.71915 3.00463 0.83354
H 1.74545 2.76348 -0.65640
Li -1.69817 0.44629 0.29016
C 2.20907 1.42776 1.06710
C 1.56667 0.82838 2.30265
O 2.61618 0.35434 3.14893
C 2.25754 -0.28554 4.24783
O 1.12522 -0.48166 4.61840
O 3.35270 -0.71910 4.85855
H 2.99738 2.12719 1.37417
H 2.71929 0.65041 0.48180
H 0.90713 -0.01468 2.05937
H 0.96978 1.57453 2.84537
H 3.10564 -1.20114 5.65749

## Properties
Orbital gap (spin up / spin down) = 0.188 / 0.352 Ha
Expectation value of S² = 0.750
Multiplicity = 2
LUMO level (spin up / spin down) = -3.64 / -3.65 eV
Net charge = +1
Energy relative to the best compared isomer or geometry (same formula, charge and spin) = 0.0 kcal/mol
Highest occupied orbital energy (spin up / spin down) = -8.76 / -13.23 eV

---

(3)
Below is C6H7MgO3Rb as an isolated structure, with properties calculated with the ωB97M-V functional and the def2-TZVPD basis.

Element x y z (Å)
O -4.97453 -1.64632 -2.31119
C -3.33202 -1.53983 -2.30530
C -3.74826 -1.65813 -0.85989
O -3.45860 -0.77098 -0.00888
H -5.22376 -2.56410 -2.16953
H -2.83361 -1.35675 -3.26344
H -2.61956 -2.39467 -2.29775
H -3.81692 -2.69743 -0.48374
Mg -2.44648 0.79428 0.36775
C -3.53125 0.68455 -3.38837
C -3.24517 1.68436 -2.51300
C -2.89642 2.50688 -1.62588
C -2.63847 3.29566 -0.55135
O -2.23068 2.77249 0.57673
Rb -1.03225 5.58170 4.08521
H -2.71495 0.37940 -4.05014
H -4.51110 0.75665 -3.87242
H -2.83567 4.37415 -0.57975

## Properties
Orbital gap (spin up / spin down) = 0.199 / 0.205 Ha
LUMO level (spin up / spin down) = -7.05 / -7.06 eV
Net charge = +2
Highest occupied orbital energy (spin up / spin down) = -12.46 / -12.65 eV